Entry from the OMol25 dataset: C57H51BrMnN7O2P2 as an isolated structure at a distorted geometry (wB97M-V/def2-TZVPD).

HOMO-LUMO gap (alpha / beta) in eV: 6.23 / 6.20
E_HOMO (alpha / beta) in eV: -14.48 / -14.47

```
! wB97M-V def2-TZVPD RIJCOSX def2/J DEFGRID3
* xyz 3 4
C -4.77460 -2.38297 5.61720
C -2.51496 -2.71252 -4.40882
H 4.19767 -2.13176 -4.78939
C -3.96619 -1.88079 4.61363
C 6.55606 -3.71341 -0.32173
H -0.91197 -0.44971 5.89205
H -0.97036 -3.02372 5.72934
N 3.38889 -0.54626 1.34801
C 7.65468 -2.86561 -0.30707
H 0.81078 4.14720 3.66585
H 2.29844 3.30416 3.21462
O -1.40476 -0.79395 -2.46176
Mn -0.53720 0.07165 -0.37870
P -1.11837 -2.09538 -3.46564
C 1.23606 7.47535 -0.85632
H -5.38665 -4.35912 -0.71279
H -1.60885 5.10806 -1.32057
C -1.56779 4.63343 -3.41085
P 1.29699 0.77799 2.54168
C 0.11993 2.54938 -2.71844
C 2.09563 -0.17914 1.20876
H 3.54863 -4.51324 -4.72191
H -2.34886 -3.78618 -4.52913
C 5.08855 -1.83940 0.04470
C -0.12919 -0.36637 5.14395
H -4.85069 -3.48962 7.45382
C 0.08605 6.43079 1.44922
C 0.20759 7.80247 1.29372
C -4.75807 2.50425 -1.63812
H 2.28465 -5.38895 -2.78045
C -4.32096 2.55363 -0.33127
C -3.39140 -3.52591 1.89926
H 8.32414 -0.83751 -0.11643
H 4.42810 -3.87482 -0.15370
C -3.16585 -1.94924 0.11571
H 8.65062 -3.26467 -0.44066
H 0.98206 -1.05755 -3.88401
H -4.71926 -5.15888 1.52604
H -2.72713 -1.04610 -0.27620
H 4.67445 0.74055 2.42338
C -2.92297 1.04584 -2.08218
C 5.27803 -3.20620 -0.15556
Br -2.64233 1.99477 1.82443
C -4.07936 -2.65780 -0.64782
C -4.65709 -3.80917 -0.13388
C -0.79823 -3.28783 -2.17142
H -4.39571 -1.29953 3.80668
C 3.74149 -1.28622 0.25505
C -0.20543 -0.24608 2.64756
C 0.04478 3.16511 -0.33329
H -2.21227 5.45867 -3.68438
H 1.46155 5.43842 -1.48757
C 0.44357 4.11493 0.58950
C 7.47135 -1.50265 -0.12251
H -0.21448 -4.11913 -2.56044
H 0.89977 9.39522 0.03862
C 2.57119 -4.34485 -2.81579
N -2.44285 1.12269 -0.81747
H -4.86841 3.10348 0.41999
C -3.16634 1.86381 0.02148
H -1.75666 -3.65569 -1.79753
H -5.63951 3.04699 -1.95012
O -2.53094 0.02372 -4.19538
H 1.69272 7.88355 -1.74772
C 3.63936 -2.51575 -3.94544
C -2.84957 -3.32825 6.70083
H 6.05728 0.07626 0.18269
C 6.19721 -0.99099 0.05542
H -1.30851 3.96828 -5.43678
C 3.34003 -1.68055 -2.87907
H 0.83999 1.78124 -2.43869
C -4.04019 1.72738 -2.53164
H 0.25638 0.64942 5.14162
C 0.29499 -1.66602 -4.47121
H -3.45556 -2.55176 -3.88323
H 1.97867 4.93286 2.59351
C 2.27925 -3.51322 -1.74388
C 4.25098 -0.26137 2.48779
C 3.26518 -3.85233 -3.91362
H 1.79786 -3.91410 -0.85886
C 0.54293 5.57150 0.44920
C -0.20589 2.76351 -4.04919
C -4.21830 -3.10382 6.66623
H -4.33892 1.60651 -3.56331
C 2.65273 -2.17089 -1.76917
H 5.06483 -0.98020 2.50257
N 0.20680 1.91062 0.22580
C 2.60650 -1.36402 -0.52806
N -0.67783 -0.69283 3.83454
C -4.29258 -4.24637 1.13205
H 0.67956 -1.04912 5.40379
H -0.38664 6.02750 2.33657
H 6.69885 -4.77740 -0.45429
H 0.80861 -2.58142 -4.77285
H 3.67651 -0.65027 -2.88143
H -0.25553 -2.81052 -1.35872
C 0.72728 2.09985 1.43231
C -2.82513 -2.34691 1.40737
H -4.36381 -2.29931 -1.63197
H -3.11203 -3.88901 2.87751
C -0.38517 3.38833 -1.71859
C -1.06117 3.79854 -4.39738
C 1.10556 6.10559 -0.71316
N 1.58057 -0.65396 0.06368
H -2.41861 -3.90192 7.51004
C -1.88567 -1.54683 2.20874
C -2.03423 -2.82221 5.70100
N -0.91810 -0.74421 1.64785
C 0.79075 8.32499 0.14868
H -0.15385 8.46613 2.06739
H -2.56376 -2.23492 -5.38353
H 3.68956 -0.34487 3.41457
H -0.02891 -1.12260 -5.35878
H 0.21402 2.13571 -4.82439
C -1.22709 4.43759 -2.07968
C 1.52584 3.98206 2.86084
H -5.84121 -2.20580 5.58734
C -1.75163 -1.50923 3.58848
C -2.58525 -2.09052 4.64822
C -2.29277 0.13502 -3.02984
N 0.88111 3.41639 1.68294
*
```

Mulliken atomic charge list, values in e, 5 entries:
1. C -0.852
2. C -1.201
3. H 0.464
4. C -0.007
5. C -0.923

=====

Entry from the OMol25 dataset: C47H55F8N4O2Te2Y as an isolated structure at a distorted geometry (wB97M-V/def2-TZVPD).

HOMO-LUMO gap in eV: 5.15
E_HOMO in eV: -1.66

```
! wB97M-V def2-TZVPD RIJCOSX def2/J DEFGRID3
* xyz -2 1
H -16.04813 -21.17043 12.70308
H -10.70772 -14.44036 14.50992
C -16.62595 -23.21617 2.62337
Te -9.89148 -17.34571 6.11046
H -15.85116 -14.99621 3.81689
F -13.43698 -23.52490 3.64722
C -12.10480 -15.00289 8.92465
H -17.33370 -23.65505 4.59765
C -14.31248 -15.20630 6.23069
H -14.74948 -19.49109 0.79870
H -11.66549 -12.77108 10.91431
H -11.89181 -14.30100 13.24643
C -15.98005 -21.79625 11.81850
H -12.06106 -19.83260 13.71498
C -11.93223 -16.58032 10.87517
C -15.52067 -21.26468 1.60061
C -12.22913 -18.02256 12.61669
H -11.15612 -11.16750 10.37342
H -13.29714 -19.19399 15.69785
H -17.31676 -19.90585 7.02633
C -13.46062 -18.65492 14.75214
H -15.06561 -23.18471 13.15709
H -12.63737 -11.86001 9.74625
O -13.48794 -13.25852 2.92624
H -11.33424 -18.46251 14.43851
C -12.98389 -18.40513 11.40885
H -18.87477 -18.67297 5.71500
C -16.72094 -15.48179 4.31253
F -13.30586 -21.39453 7.51159
H -10.86021 -14.75493 10.61757
O -11.71307 -17.62009 5.93822
C -16.37849 -21.35791 0.49529
C -11.60312 -15.45372 10.21527
H -14.30983 -19.13581 14.26586
H -18.50733 -20.98818 8.70769
C -10.59686 -16.09602 13.04741
C -12.40141 -20.38889 7.29600
C -15.16616 -16.30977 6.23231
H -17.20876 -15.97839 3.47733
C -16.43188 -19.40587 7.41717
C -17.76914 -21.72412 9.17494
C -14.65305 -19.96698 10.37332
H -16.94806 -22.26594 11.72003
C -14.91292 -22.84047 12.13960
H -16.94248 -18.83697 3.28460
C -16.44094 -20.97107 9.38020
H -17.18382 -20.06025 4.49393
F -10.11160 -15.57438 6.13436
C -11.61358 -12.10252 10.06751
H -18.91972 -23.31203 -0.65418
H -13.23277 -11.04803 7.74158
C -10.89801 -12.71108 8.86464
H -13.94513 -22.38578 11.97721
H -13.64655 -17.60408 14.87188
H -18.49113 -23.45125 7.98845
C -16.97601 -17.60323 5.77079
H -15.04134 -23.67087 11.45661
C -13.58000 -11.50221 6.77173
N -13.10928 -15.60788 8.26513
H -18.55072 -21.71054 -1.18450
H -13.88170 -20.02103 12.34856
H -12.08840 -15.52704 14.55749
H -16.22962 -20.61449 -0.27270
H -10.78396 -11.91041 8.09835
H -17.01011 -13.88517 5.70401
H -18.21013 -21.99971 10.12795
C -18.06207 -22.66586 -0.86827
N -14.69537 -19.44748 9.11829
C -18.14929 -18.25489 5.03405
F -9.57821 -17.23130 4.19587
F -7.89133 -16.57767 6.35428
C -13.85636 -19.50326 11.39602
C -12.23206 -18.75793 13.87531
C -11.34691 -15.03198 13.84090
H -12.99550 -12.72329 5.25273
H -15.79968 -24.52431 4.16617
H -18.66013 -17.44981 4.53410
C -13.17691 -14.33887 3.01938
H -16.87675 -23.60131 8.66466
F -11.61350 -20.31833 8.47380
C -17.27085 -22.44536 0.39081
H -9.87295 -12.96800 9.18478
H -14.32444 -14.52957 5.36763
H -18.51718 -14.73660 5.20504
C -16.13552 -18.19893 6.78442
C -15.69051 -22.16059 2.63625
H -18.09244 -24.14400 1.39690
C -16.34991 -16.42810 5.40343
C -13.34297 -14.86945 7.12904
C -17.56838 -14.35093 4.86168
H -18.54826 -19.66345 3.44599
H -14.35669 -19.65924 2.50553
N -15.04488 -17.45626 6.96746
H -10.06408 -16.69395 13.75476
C -11.49436 -16.93193 12.23311
C -15.82882 -19.96306 8.49520
C -17.58755 -22.89176 8.20329
N -12.78946 -17.53890 10.38930
C -17.67296 -19.25175 3.97557
C -11.70170 -13.79987 8.24629
H -17.39963 -22.95477 -1.68636
H -14.56926 -11.94771 7.02576
H -9.81455 -15.58569 12.51202
H -17.76969 -13.54628 4.20107
Te -14.41646 -22.01960 4.30754
H -17.41320 -25.00519 3.51924
H -13.46560 -20.59616 1.28461
F -11.47469 -20.92684 6.42154
C -12.60525 -12.53921 6.24249
F -10.70390 -17.40561 8.53122
H -17.12113 -22.58989 7.28242
C -12.47916 -13.70660 7.13610
Y -12.74857 -18.01206 7.83327
C -17.41981 -23.30697 1.47932
C -15.70766 -21.00430 10.56003
C -16.76119 -24.15868 3.79065
C -14.44434 -20.19345 1.55454
H -11.60416 -12.04075 6.07012
H -13.57020 -10.64458 6.05066
*
```

Mulliken atomic charge list, values in e, 5 entries:
1. H 0.357
2. H 0.387
3. C 0.780
4. Te 1.407
5. H -0.182

=====

Entry from the OMol25 dataset: an isolated ion of composition C3H7ClN3 and charge +1 at a distorted geometry (wB97M-V/def2-TZVPD).

HOMO-LUMO gap in eV: 9.72
E_HOMO in eV: -13.89
SMILES string: CN1C=[NH+][C@@H](Cl)N1

```
! wB97M-V def2-TZVPD RIJCOSX def2/J DEFGRID3
* xyz 1 1
H -0.55606 -1.30338 -1.52246
N 0.99816 -1.34426 0.04995
H -2.55971 -0.14034 -0.68078
H 1.80516 -0.40741 2.00290
C -1.86320 0.64539 -0.39120
N 0.34658 0.70568 0.68446
H 1.77728 -1.83927 -0.17447
N -0.49603 0.18191 -0.29259
H 0.46481 1.73332 0.84024
H -2.02785 1.58127 -1.02613
C 1.46598 -0.20252 0.72803
C -0.06429 -0.99744 -0.63259
H -2.21389 0.93727 0.65270
Cl 2.92307 0.44979 -0.23809
*
```

Mulliken atomic charge list, values in e, 5 entries:
1. H 0.454
2. N -0.175
3. H 0.370
4. H 0.364
5. C -0.818

=====

Entry from the OMol25 dataset: C8H12FO6Pt as an isolated structure at a distorted geometry (wB97M-V/def2-TZVPD).

HOMO-LUMO gap (alpha / beta) in eV: 2.82 / 2.64
E_HOMO (alpha / beta) in eV: -11.69 / -11.69

```
! wB97M-V def2-TZVPD RIJCOSX def2/J DEFGRID3
* xyz 1 3
O 13.77988 17.18013 6.59061
C 13.52156 16.91236 7.86366
C 11.50957 17.29713 7.01891
C 9.89802 28.46147 0.51797
H 10.69623 31.23964 1.16245
C 11.40677 31.15211 -1.08290
O 12.41109 17.42372 8.13299
O 10.12416 29.33850 1.55577
C 11.58441 29.91651 -0.15847
H 12.10991 31.95906 -0.87669
H 11.51703 16.52328 4.33250
H 11.50309 30.92332 -2.14426
C 12.39516 16.40402 4.96713
H 13.19103 16.36954 4.22314
H 12.37179 15.41460 5.42388
H 10.49597 31.74119 -0.97546
F 9.04747 21.98629 3.87835
O 9.08249 27.51223 0.48017
H 10.90995 18.20418 6.94264
Pt 6.62796 21.82184 1.19613
O 14.22943 16.17081 8.66324
H 11.98523 30.32816 2.03795
C 11.20110 30.28108 1.28229
C 12.49671 17.45816 5.96962
H 12.42519 18.46571 5.55995
H 12.63731 29.63773 -0.11636
O 10.60302 28.86303 -0.53039
H 10.70649 16.56756 6.91453
*
```

Mulliken atomic charge list, values in e, 5 entries:
1. O -0.346
2. C 0.709
3. C -0.481
4. C 0.700
5. H 0.239

=====

Entry from the OMol25 dataset: one molecule with the formula C18H26N6O3 at a distorted geometry (wB97M-V/def2-TZVPD).

HOMO-LUMO gap in eV: 7.81
E_HOMO in eV: -7.68
SMILES string: CCOC(=O)[C@H](C)NC(=O)CCc1nnc2ccc(N3CCCCC3)nn12

```
! wB97M-V def2-TZVPD RIJCOSX def2/J DEFGRID3
* xyz 0 1
H -3.38495 0.73683 1.69576
H 0.84295 0.18555 -3.27833
C -2.50447 1.92212 -0.41787
C -0.37749 -1.07368 -1.95814
H -0.28493 2.23107 3.90701
C -2.24192 2.47089 -1.57687
C -0.81378 -1.88833 -2.91632
C 1.82589 0.06188 -1.33073
H -1.04876 -1.15664 -3.74802
C -0.07288 1.13297 3.85499
N 0.64304 3.23816 -3.17947
N -0.59415 3.18171 -3.30247
C -1.02833 1.65100 0.34287
H -0.99929 -0.34406 -1.69743
H -1.64559 -2.38227 -2.67821
H -3.31990 1.83739 0.25533
H 1.81849 -3.17026 0.95846
H -2.74154 1.68639 3.76836
C 1.18961 2.80540 -2.07936
H 0.13160 -0.17892 2.14330
C 2.32221 -4.72704 -0.34184
O 2.02377 -0.59764 -0.35038
H 0.40105 -4.10655 0.64914
H -1.99640 -0.76089 1.94562
C -2.39878 0.29245 2.24068
H 0.83670 0.70554 4.23515
N 0.82581 -0.28190 -2.34151
C 2.34415 2.43914 -1.64925
C -1.12790 2.54600 -2.09073
C 2.88139 0.93804 -2.05505
O 0.69231 -2.75083 -0.96414
H 3.07996 0.82179 -2.96311
H 3.09275 -4.34088 -0.90998
H 2.44679 2.76798 -0.51406
C -0.12217 0.76451 2.22549
H 1.71215 -5.41658 -1.15801
O -0.46113 -1.61811 0.38911
C -1.16370 0.41549 4.39506
H 0.80918 1.30862 1.85388
H -3.14860 0.14345 4.15510
H -1.22224 -0.82618 4.29227
C 1.28623 -3.71628 0.25978
H 2.50234 -5.52029 0.50707
H 3.17696 3.24244 -2.14115
H 3.66633 0.93499 -1.39035
N -1.39567 0.87238 1.50443
H -2.97308 2.76458 -2.21249
H -1.25673 0.39338 5.47723
C -2.51492 0.48770 3.64700
H 0.01093 -2.68847 -3.38425
C 0.05032 -1.78448 -0.67633
N 0.05299 1.87218 -0.08724
N 0.17342 2.47820 -1.31001
*
```

Mulliken atomic charge list, values in e, 5 entries:
1. H 0.216
2. H 0.426
3. C -0.979
4. C 1.044
5. H 0.315

=====

Entry from the OMol25 dataset: a 2-piece molecular cluster, C8H19BO overall at a distorted geometry (wB97M-V/def2-TZVPD).

HOMO-LUMO gap in eV: 8.89
E_HOMO in eV: -8.59
SMILES string: CC(C)(C)B1CC1(C)C.O

```
! wB97M-V def2-TZVPD RIJCOSX def2/J DEFGRID3
* xyz 0 1
H 2.43760 -1.73966 1.46814
H 2.86784 -0.14882 2.37149
H 1.69715 2.08937 1.23577
H 0.25984 -2.71150 0.04129
C -2.57504 -0.55526 0.41426
H -3.50846 -0.16999 0.07518
C -1.46016 0.26166 -0.14431
H 1.68550 -1.86882 -0.82033
H -0.68759 2.18478 0.09937
H -1.02351 -2.85445 -0.71219
H -1.48772 1.27078 -2.18695
B 0.07733 -0.11350 0.00641
C 1.33202 -0.81155 -0.81592
H 1.48648 1.96443 -0.62864
C -1.96193 0.48383 -1.52029
H 1.38519 -0.26686 -1.84443
C 2.03046 1.56037 0.25327
H 3.48588 -0.73718 0.81152
C 1.53399 0.06972 0.54162
H -1.25586 1.36255 1.61304
H -2.51550 2.19681 0.30375
H -2.38367 -1.58840 0.16660
C 2.54220 -0.63737 1.39690
H -1.78705 -0.41254 -2.16093
O -0.12025 -3.15322 -0.79690
H -2.57467 -0.56938 1.52669
C -1.58082 1.67325 0.56026
H 3.09740 1.36105 0.15902
H -3.03720 0.78557 -1.72668
*
```

Mulliken atomic charge list, values in e, 5 entries:
1. H 0.328
2. H 0.322
3. H 0.273
4. H 0.394
5. C -1.570

=====

So what do the calculations give for calculated total energy? Going down the list: -194384.991, -97063.270, -20208.094, -26721.954, -34154.962, -11323.851 eV.